1.
14
Properties=species:S:1:pos:R:3:forces:R:3 method="wB97M-V/def2-TZVPD" max_force_ev_per_a=6.2 total_charge=0 gap_ev=9.51 de_lowest_kcal_mol=69.4 homo_energy_ev=-9.57 smiles="C[C@H](C#N)CC=O"
C -0.96131 -1.04706 0.52593 0.077 -0.021 0.004
C -0.61841 0.39421 0.13669 0.921 0.106 0.173
C 0.80936 0.54440 -0.49553 1.558 -0.106 -3.219
C 2.13908 0.17832 0.24476 -5.689 -1.689 1.728
O 1.65100 0.26365 1.35478 3.355 -0.059 3.603
C -1.56992 0.89482 -0.87881 -0.125 0.145 -0.286
N -2.29938 1.27526 -1.68715 0.413 -0.242 0.506
H -1.98691 -1.11539 0.89841 0.153 0.024 -0.051
H -0.27989 -1.38186 1.31213 -0.114 0.020 -0.116
H -0.86791 -1.70921 -0.34156 -0.010 0.078 0.133
H -0.70085 1.04027 1.01422 0.007 -0.034 -0.096
H 0.87742 -0.19153 -1.28957 -0.556 0.304 -1.144
H 0.98960 1.54934 -0.84567 -0.540 0.274 -0.739
H 2.81811 -0.69522 0.05136 0.551 1.200 -0.498



2.
86
Properties=species:S:1:pos:R:3:forces:R:3 method="wB97M-V/def2-TZVPD" max_force_ev_per_a=1.1 total_charge=+1 gap_ev=8.14 homo_energy_ev=-11.73 smiles="CCC[C@H](C)[n+]1cc(-c2cccnc2)c2c(CCCCNC(C)=O)cc(CCOCC)cc2c1CCOC(C)=O"
C 0.37112 3.45246 3.41354 -0.080 -0.142 0.085
C -0.91847 2.68391 3.70114 -0.011 0.222 -0.110
C -2.10946 3.09276 2.83252 0.366 0.075 -0.194
C -1.85720 3.28823 1.32877 -0.971 -0.145 0.053
C -3.20690 3.37815 0.59249 0.332 0.176 0.008
N -1.07450 2.15853 0.75141 0.043 0.135 0.297
C -1.61952 0.92105 0.94788 -0.214 0.164 0.137
C -1.05381 -0.22096 0.51305 -0.181 -0.087 0.115
C -1.80623 -1.45637 0.85714 0.024 -0.075 0.118
C -1.63496 -2.10492 2.07177 -0.254 0.106 -0.163
C -2.39665 -3.22864 2.32337 -0.302 -0.062 0.376
C -3.28837 -3.67563 1.36189 0.180 0.175 0.012
N -3.47895 -3.04943 0.20131 -0.064 -0.081 0.016
C -2.75786 -1.96191 -0.02067 -0.141 0.198 -0.074
C 0.16064 -0.14114 -0.22163 0.039 -0.139 -0.045
C 0.82791 -1.26657 -0.76494 0.039 -0.151 -0.195
C 0.36456 -2.69038 -0.62060 0.117 -0.364 0.112
C 0.84128 -3.41013 0.67034 0.116 -0.009 0.160
C 1.68768 -2.58549 1.63887 0.284 -0.220 -0.470
C 2.20761 -3.42830 2.79139 0.150 0.545 0.468
N 1.14230 -3.79886 3.73464 -0.376 -0.382 -1.015
C 0.45084 -4.99399 3.57934 0.090 -0.060 0.271
C 1.20667 -6.24427 3.22198 -0.164 0.155 -0.032
O -0.74839 -5.02997 3.78100 0.173 -0.171 0.205
C 1.97438 -1.04911 -1.48033 0.142 0.041 -0.072
C 2.52672 0.22319 -1.71261 -0.024 0.038 -0.012
C 3.77150 0.37540 -2.53817 -0.110 -0.229 -0.101
C 3.66378 -0.33814 -3.88661 0.125 0.079 0.054
O 2.43075 -0.05516 -4.50532 0.043 0.020 -0.018
C 1.63228 -1.16535 -4.88180 -0.350 0.071 -0.206
C 0.87989 -0.85463 -6.16426 -0.062 -0.131 0.201
C 1.88688 1.30635 -1.18594 0.208 -0.145 -0.178
C 0.70825 1.15041 -0.43007 -0.055 0.105 0.006
C 0.06407 2.29782 0.09641 0.338 -0.012 -0.245
C 0.66606 3.65424 -0.08072 -0.347 0.376 0.291
C 0.16254 4.42085 -1.31007 0.277 -0.108 -0.442
O -0.97241 3.75143 -1.87483 -0.428 0.277 0.555
C -1.64064 4.51359 -2.79520 0.459 0.315 -0.761
C -3.10095 4.21529 -2.89240 0.094 -0.155 -0.075
O -1.07189 5.33787 -3.46073 -0.173 -0.165 0.546
H 1.01033 3.46519 4.29171 0.057 0.044 0.070
H 0.14662 4.48569 3.14937 0.101 0.119 0.010
H 0.95715 2.99640 2.61845 0.004 0.035 -0.137
H -1.19565 2.88476 4.73365 -0.118 -0.193 0.098
H -0.75804 1.60987 3.61091 0.110 -0.090 0.064
H -2.49829 4.04657 3.18859 -0.118 0.068 -0.010
H -2.91209 2.36600 2.93726 -0.118 -0.014 0.207
H -1.35167 4.22579 1.15122 0.389 -0.154 -0.041
H -3.54447 4.41156 0.62189 -0.128 0.046 0.028
H -3.09469 3.09128 -0.44941 -0.047 -0.024 0.013
H -3.96445 2.76604 1.07268 -0.080 -0.134 -0.045
H -2.55140 0.89138 1.48379 -0.092 0.100 0.066
H -0.92657 -1.73830 2.80273 -0.030 0.094 0.029
H -2.29570 -3.76559 3.25453 -0.011 0.055 -0.100
H -3.86133 -4.57107 1.55278 -0.150 -0.061 -0.118
H -2.92589 -1.44602 -0.95925 -0.050 -0.020 -0.131
H -0.71045 -2.77656 -0.70212 0.076 0.027 -0.077
H 0.76137 -3.24623 -1.46655 0.072 0.039 -0.142
H 1.46970 -4.25374 0.38340 -0.011 -0.109 -0.104
H -0.01287 -3.84154 1.19112 -0.025 0.041 -0.046
H 1.17743 -1.69162 2.00707 -0.087 -0.024 0.063
H 2.56359 -2.22357 1.09583 0.055 0.143 0.002
H 2.95388 -2.84868 3.33441 0.063 -0.009 0.081
H 2.72549 -4.29627 2.39611 -0.104 -0.220 0.082
H 0.41797 -3.08829 3.72018 0.188 0.170 0.510
H 2.28325 -6.13564 3.26279 0.096 -0.090 0.031
H 0.86854 -7.02420 3.89623 0.067 -0.081 0.101
H 0.89012 -6.54150 2.22371 0.105 -0.034 -0.127
H 2.47680 -1.90603 -1.90981 0.027 -0.099 -0.011
H 3.97885 1.42974 -2.70162 0.038 0.103 0.076
H 4.60929 -0.06894 -1.99773 0.164 0.140 0.038
H 4.46842 0.01406 -4.53355 0.107 0.005 -0.029
H 3.82407 -1.40976 -3.75011 -0.195 -0.122 -0.052
H 2.23476 -2.06428 -5.02274 0.228 0.033 0.069
H 0.89810 -1.36199 -4.09378 0.075 -0.174 0.158
H 0.58599 -1.78917 -6.63747 -0.044 -0.036 -0.111
H 1.50443 -0.28791 -6.84804 0.059 0.007 -0.081
H -0.03003 -0.29803 -5.95544 0.007 0.199 -0.062
H 2.30253 2.27718 -1.39889 -0.069 0.125 0.038
H 1.74501 3.58852 -0.11417 0.089 -0.112 0.034
H 0.43806 4.24134 0.80095 0.145 0.012 0.081
H -0.12805 5.43049 -1.03013 -0.022 0.101 -0.003
H 0.95201 4.51087 -2.05106 -0.001 -0.051 -0.151
H -3.62847 4.65685 -2.04866 0.028 0.013 0.069
H -3.27868 3.14243 -2.88998 -0.068 -0.057 -0.012
H -3.46549 4.67074 -3.80422 -0.111 -0.053 -0.105



3.
76
Properties=species:S:1:pos:R:3:forces:R:3 method="wB97M-V/def2-TZVPD" max_force_ev_per_a=3.4 total_charge=+2 gap_ev=3.36 de_lowest_kcal_mol=0.0 homo_energy_ev=-12.92
Pb -2.08860 -0.61726 2.56204 -0.334 -0.872 1.696
C 3.12691 -1.52140 -4.73733 0.080 -0.621 -0.304
C 3.51928 -0.92732 -3.61797 0.505 -0.111 0.326
C 3.85062 0.52274 -3.40703 -0.085 0.294 -0.221
C 3.28332 1.51183 -4.44795 0.231 0.221 0.437
C 1.77761 1.47259 -4.53138 0.076 0.598 0.240
C 1.01224 0.68397 -5.27211 -0.540 0.030 -0.662
C 1.43957 -0.37573 -6.25574 0.201 -0.219 0.133
C 2.87609 -0.91397 -6.09512 -0.246 -0.223 -0.383
C -4.10543 -0.00133 3.20710 -0.227 -0.263 -0.559
H 2.99718 -2.61772 -4.75895 0.019 0.552 0.386
H 3.73046 -1.53946 -2.72764 -0.183 0.029 -0.430
H 4.94138 0.67889 -3.35211 -0.261 -0.226 0.043
H 3.45965 0.80365 -2.41829 0.052 0.083 -0.015
H 3.54043 2.51713 -4.08112 0.101 -0.226 -0.272
H 3.78736 1.38411 -5.41216 -0.252 0.153 0.363
H 1.31682 2.26383 -3.91564 -0.118 -0.531 -0.289
H -0.07801 0.83430 -5.27836 0.451 0.062 0.261
H 1.32112 -0.02977 -7.29653 -0.087 0.078 0.365
H 0.74114 -1.21743 -6.14620 0.100 0.091 -0.067
H 2.97248 -1.73680 -6.81976 0.116 0.346 0.091
H 3.60492 -0.14879 -6.38163 -0.169 -0.388 0.110
H -4.54312 -1.00040 3.39863 -0.201 0.944 0.009
H -4.49954 0.54053 2.32496 -0.152 -0.325 0.804
H -3.93862 0.61163 4.11176 -0.195 -0.290 -0.414
P -1.67264 1.52295 1.04287 -1.038 1.353 -1.522
P 0.52248 -0.72638 1.97497 2.756 -1.992 -0.294
N -2.78612 1.41778 -0.23537 0.354 -0.214 0.591
N -1.98481 3.05039 1.72161 0.074 -0.875 0.343
N 0.73314 -1.86960 0.70047 -1.064 0.906 0.338
N 1.63672 -1.23518 3.16310 -0.889 0.568 -0.042
C 0.00623 1.52069 0.33945 0.573 -0.132 0.143
C 1.07382 0.88016 1.31078 -0.491 0.484 0.000
C -3.57608 0.29458 -0.56095 -0.287 0.630 -1.123
C -4.16953 0.54914 -1.78737 0.879 0.427 0.777
C -3.72547 1.85117 -2.23840 0.991 -0.386 2.002
C -2.87963 2.36001 -1.26033 -0.639 -0.582 -0.811
C -3.16172 3.38708 2.44044 0.796 1.351 0.460
C -2.93555 4.61852 3.04928 0.426 -1.480 -0.963
C -1.58585 5.01712 2.73876 0.168 -0.831 -0.416
C -1.01955 4.02955 1.96476 -0.085 0.665 0.334
C -0.14466 -2.94336 0.44751 0.061 -0.362 -0.356
C 0.28842 -3.60629 -0.68138 0.313 0.893 0.464
C 1.43642 -2.89709 -1.19108 -0.573 0.876 1.644
C 1.65806 -1.82693 -0.33353 0.449 -0.292 -0.748
C 2.95486 -1.65227 2.96201 0.843 0.004 1.138
C 3.58098 -1.73788 4.20909 -1.901 0.539 -1.424
C 2.60313 -1.35905 5.20214 -0.334 0.201 -0.932
C 1.43426 -1.04875 4.54349 0.616 -0.004 0.403
H 0.29323 2.56430 0.11392 -0.026 -0.620 -0.248
H -0.06344 0.92255 -0.59977 0.015 0.491 0.503
H 2.03682 0.73755 0.78365 -0.432 0.224 0.369
H 1.22454 1.52621 2.20877 0.100 -0.400 -0.603
H -3.65871 -0.55589 0.10945 -0.073 0.129 -0.191
H -4.83269 -0.09919 -2.33433 -0.047 -0.079 0.123
H -3.97430 2.34310 -3.14655 -0.230 0.218 -0.461
H -2.30813 3.27872 -1.17043 -0.299 -0.122 -0.210
H -4.01255 2.72682 2.45372 -0.054 0.173 -0.171
H -3.63386 5.17684 3.64441 -0.146 -0.011 0.037
H -1.08700 5.92508 3.05142 -0.119 -0.138 -0.041
H -0.02686 3.90566 1.53757 -0.364 0.399 0.247
H -0.98626 -3.14906 1.10883 0.410 -0.148 -0.035
H -0.12542 -4.50734 -1.10402 -0.143 0.080 0.052
H 2.02882 -3.14390 -2.04640 0.105 -0.024 -0.256
H 2.39256 -1.01646 -0.35132 -0.206 -0.611 -0.184
H 3.30114 -1.83440 1.95206 0.092 -0.080 0.287
H 4.59867 -2.00890 4.37397 0.353 -0.212 0.069
H 2.76825 -1.31402 6.26985 -0.112 -0.044 -0.146
H 0.46287 -0.74588 4.93112 0.399 -0.111 -0.086
F -1.66363 -1.78759 5.50831 -0.537 -0.718 -1.724
C -1.75686 -2.35121 4.24541 2.182 -0.098 0.169
F -0.54180 -3.02341 4.01519 -2.085 0.884 0.114
C -2.90203 -3.34675 4.11466 -1.484 -2.035 0.692
F -2.66202 -4.49059 4.78572 -0.170 1.276 -0.669
F -4.07304 -2.81613 4.57650 1.324 -0.249 -0.416
F -3.13043 -3.69030 2.79446 0.668 0.886 1.128



4.
66
Properties=species:S:1:pos:R:3:forces:R:3 method="wB97M-V/def2-TZVPD" max_force_ev_per_a=2.0 total_charge=+1 gap_ev="8.01 / 6.45" de_lowest_kcal_mol=8.7 spin_multiplicity=6 homo_energy_ev="-10.65 / -11.64" s2=8.791
Ir -0.12686 -1.06691 0.39666 -1.026 -1.050 0.061
C 0.64977 -4.49395 2.88767 -0.295 -0.036 -0.164
C 0.67667 -3.81063 1.55162 0.056 -0.207 0.220
O -0.34066 -3.19668 1.16600 0.091 0.061 -0.021
C 1.88504 -3.92288 0.78941 0.064 0.408 -0.341
C 2.12471 -3.30235 -0.41557 0.518 -0.630 -0.054
C 3.31652 -3.67348 -1.24870 -0.064 0.057 0.037
N 1.26969 -2.38471 -0.90277 -1.176 1.469 0.681
N 1.48887 -1.88247 -2.08604 0.793 -0.572 -0.679
C 0.57338 -0.99813 -2.52323 0.117 -0.133 0.333
O -0.44659 -0.68416 -1.84510 -0.065 0.178 0.465
C 0.83936 -0.37941 -3.82869 -0.060 0.081 -0.071
C 1.94844 -0.75849 -4.58843 -0.065 -0.035 0.051
C 2.21336 -0.12079 -5.78652 -0.006 0.015 -0.025
C 1.37717 0.89404 -6.23368 -0.007 -0.046 -0.011
C 0.26827 1.26743 -5.48591 -0.060 0.046 -0.035
C -0.00419 0.63202 -4.28928 0.025 -0.084 0.071
H -0.33764 -4.41163 3.33373 0.005 0.003 -0.021
H 1.37750 -4.00175 3.53664 0.058 -0.016 -0.011
H 0.92845 -5.54304 2.79142 0.077 -0.006 0.033
H 2.65268 -4.57411 1.18006 -0.013 -0.056 -0.007
H 3.96905 -4.35853 -0.71572 -0.021 -0.026 0.043
H 3.87663 -2.78735 -1.54504 -0.003 0.006 -0.019
H 2.96554 -4.15082 -2.16442 0.066 0.004 -0.037
H 2.57921 -1.55840 -4.23066 0.054 0.011 -0.012
H 3.06978 -0.41527 -6.37708 0.010 -0.011 -0.005
H 1.58105 1.38475 -7.17585 0.020 0.025 0.006
H -0.38372 2.05405 -5.84079 -0.005 -0.003 -0.009
H -0.86919 0.90154 -3.69945 0.001 0.052 -0.003
C -2.75671 3.24523 -0.34542 -0.023 -0.121 0.105
C -3.56397 2.22296 0.45355 -0.069 -0.066 -0.154
C -4.14137 2.87314 1.70796 0.078 -0.084 -0.091
C -4.69065 1.62224 -0.38915 0.078 0.070 0.111
N -2.64349 1.16525 0.94973 0.020 0.235 0.408
N -1.94533 0.43856 -0.04275 0.464 -0.147 -0.110
H -3.34438 4.15129 -0.47955 -0.011 0.014 -0.069
H -2.49088 2.87270 -1.33584 0.013 0.020 -0.038
H -1.84150 3.50968 0.18786 0.009 0.041 0.005
H -4.81069 3.68474 1.42862 -0.032 0.013 0.012
H -3.34623 3.28247 2.33193 0.003 0.029 0.026
H -4.71378 2.15194 2.29368 0.004 -0.009 0.049
H -5.36499 2.40660 -0.72946 -0.018 -0.003 -0.070
H -5.27231 0.91592 0.20604 -0.031 -0.026 -0.020
H -4.30639 1.10550 -1.27032 -0.038 0.033 -0.062
H -3.16677 0.49573 1.50865 0.144 -0.085 -0.005
H -1.37837 1.09083 -0.57881 -0.098 -0.022 -0.102
H -2.55801 -0.06137 -0.68617 0.025 0.112 -0.121
C 3.60034 0.10975 0.01033 -0.427 0.013 0.210
S 2.23261 0.39717 1.11803 0.791 0.668 0.442
O 1.82868 -0.94136 1.63179 -0.347 -0.086 -0.318
O 2.65449 1.30254 2.14854 0.041 -0.059 -0.041
O 1.09204 0.91769 0.31420 -0.226 -0.353 -0.243
H 4.23550 -0.62501 0.49777 0.088 0.010 -0.014
H 4.13399 1.04172 -0.14784 -0.050 0.065 0.030
H 3.19963 -0.27221 -0.92559 0.044 -0.075 -0.036
S -1.32584 -1.16220 2.77071 0.582 0.174 -0.514
C -0.49673 0.16573 3.46035 -0.415 0.271 0.414
N -0.70852 1.42012 3.14802 0.005 -0.150 -0.350
C 0.07727 2.43543 3.83099 0.157 0.263 0.015
C 0.84465 1.74758 4.96885 0.065 -0.263 0.005
S 0.60981 -0.05098 4.75485 -0.043 0.022 -0.062
H -1.35090 1.62417 2.36178 0.143 -0.091 0.200
H -0.58693 3.21053 4.21653 0.019 -0.040 -0.040
H 0.78254 2.88487 3.13215 -0.067 -0.011 -0.069
H 0.48128 2.02134 5.95604 0.012 0.047 -0.034
H 1.90966 1.94180 4.89167 0.019 0.084 0.057